The following is a DFT calculation (ωB97M-V/def2-TZVPD) of a molecular structure, BH24NiO10 at a distorted geometry.

XYZ file:
```
36
Properties=species:S:1:pos:R:3:forces:R:3
H 1.6029 -22.6449 9.9442 -0.023 -0.122 -0.332
O -5.1919 -18.9008 3.7748 0.151 -0.185 -0.050
H -4.6578 -18.2039 4.1558 0.128 0.183 0.037
O -3.3872 -13.8631 8.7219 0.293 0.106 0.032
H 1.1005 -14.3540 13.0300 -0.235 0.151 0.148
O -7.6965 -15.1491 9.5201 0.244 0.110 -0.161
H -4.2821 -21.6971 8.6147 -0.056 -0.174 0.213
H 0.5532 -22.7394 5.5406 -0.225 0.014 -0.183
H -3.1410 -14.7828 8.6234 0.012 -0.191 -0.066
H -2.4015 -17.8926 8.5645 -3.131 0.675 -1.596
H -4.3383 -13.8795 8.8291 -0.353 0.061 0.040
O 3.6568 -17.5456 8.6628 -0.394 -0.100 0.363
H 1.6422 -23.0588 11.3999 0.002 -0.189 0.208
H -8.5400 -14.8948 9.8944 -0.224 0.125 0.071
O 1.5994 -15.0207 12.5580 -0.042 -0.536 -0.190
O 1.7340 -22.2978 10.8266 -0.025 0.495 0.078
H 2.4027 -14.5744 12.2901 0.255 0.128 -0.075
H -0.0214 -18.5927 15.1257 0.096 0.182 0.222
H -7.5477 -16.0371 9.8451 0.032 -0.247 0.096
H -3.7551 -20.6163 7.6950 0.099 0.214 -0.101
O -0.4206 -19.1020 14.4203 0.217 0.144 -0.517
H -0.7255 -18.3326 8.0968 4.600 0.304 -3.971
H -0.8970 -19.8007 14.8688 -0.169 -0.243 0.051
Ni 1.1480 -18.3866 11.2468 -0.108 0.010 0.038
O -5.2555 -18.9419 11.9271 -0.003 0.228 0.027
H -0.9413 -17.2706 9.3817 3.722 4.000 0.611
H -1.4554 -18.9845 9.5548 0.081 -3.258 2.104
H 4.4308 -18.0333 8.3812 0.236 -0.197 -0.027
H -5.2601 -19.7709 12.4056 -0.099 -0.211 0.175
H -4.6627 -19.0931 11.1909 0.090 -0.012 -0.223
H 2.0263 -22.9901 5.7834 0.243 -0.053 -0.119
H -6.0944 -18.6351 3.9511 -0.275 0.019 0.009
B -1.4048 -18.1222 8.9082 -5.046 -1.691 3.010
H 3.6031 -16.8086 8.0543 -0.035 0.249 -0.160
O 1.1665 -23.0722 6.1959 -0.014 0.057 0.346
O -4.3128 -21.3942 7.7073 -0.047 -0.045 -0.107
```
Positions in Å, forces in eV/Å.

The HOMO-LUMO gap (alpha / beta) comes out at 7.10 / 4.31 eV. The value obtained for the lowest unoccupied orbital energy (alpha / beta) is -5.93 / -8.72 eV. The expectation value of S² is 2.01. As for the HOMO energy (alpha / beta): -13.03 / -13.03 eV. Its spin multiplicity is 3. The calculation puts the molecular weight at 253.7 g mol⁻¹. Its charge is +1. The calculation puts the energy relative to the best compared isomer or geometry (same formula, charge and spin) at 197.8 kcal/mol.

=====

The following is a DFT calculation (ωB97M-V/def2-TZVPD) of 3 unconnected molecules or ions with the total composition C3H11NO4 at a distorted geometry.

XYZ file:
```
19
Properties=species:S:1:pos:R:3:forces:R:3
O -1.2746 -1.4475 -2.1565 0.184 4.893 2.099
H -2.3720 1.3160 -1.0110 1.156 -0.114 -0.275
O -1.6873 0.6188 1.3916 -0.214 2.439 0.786
H -1.9890 1.5049 1.7722 0.853 -1.862 -0.575
H -0.5369 -0.7081 -0.1227 0.765 0.431 1.927
H 0.2448 0.9620 2.1660 2.868 4.082 0.226
H -0.5914 -0.1838 2.8539 0.408 -1.136 -0.253
H 0.1964 -1.8005 1.0884 0.360 1.819 -0.431
H 0.6823 1.1296 -0.9601 1.181 -0.302 0.694
O -1.4319 1.3202 -1.3100 -0.718 0.492 -1.146
O 2.5489 -0.9049 0.5691 3.641 -1.129 1.038
C 1.6485 -0.2342 0.2420 -5.177 -1.006 -0.023
H -0.9612 -2.3090 -2.0191 0.969 -1.655 0.782
H -0.9329 -0.7402 -1.3600 -1.560 -3.315 -3.914
H -1.4522 1.5283 -2.2788 -0.196 -0.362 1.220
C -0.3552 0.2372 1.8714 -4.515 -3.787 -1.149
N 1.6055 0.7762 -0.6323 0.418 2.560 -1.327
H 2.4663 1.3345 -0.8843 -1.496 -1.290 0.402
C 0.1677 -0.6964 0.7579 1.074 -0.758 -0.081
```
Positions in Å, forces in eV/Å.

The HOMO-LUMO gap comes out at 9.84 eV. The value obtained for the lowest unoccupied orbital energy is 0.39 eV. As for the HOMO energy: -9.45 eV. Its spin multiplicity is 1. The calculation puts the molecular weight at 125.1 g mol⁻¹. As for the structure (SMILES): NC(=O)CCO.O.O. The calculation puts the energy relative to the best compared isomer or geometry (same formula, charge and spin) at 73.4 kcal/mol.

=====

The following is a DFT calculation (ωB97M-V/def2-TZVPD) of C5H12N2O in the gas phase at a distorted geometry.

XYZ file:
```
20
Properties=species:S:1:pos:R:3:forces:R:3
N -0.1196 1.6029 -2.0121 -0.093 1.133 0.218
C 1.2370 -1.6369 2.0888 0.223 0.264 -0.408
H 1.5162 -2.4079 1.3640 0.054 0.098 0.072
N -0.0343 -1.0390 1.7381 -1.718 2.138 -0.580
C -0.2341 -0.0458 0.5770 0.898 -3.058 2.763
C 0.1100 0.1923 -1.9843 1.017 -1.768 1.493
H -0.5368 -0.7092 2.5616 0.323 -0.036 -0.367
H 1.1681 -2.1278 3.0667 -0.167 0.140 -0.225
H 1.0362 -0.0205 -2.5268 -0.084 -0.421 -0.098
H 0.7716 2.0958 -2.0167 -0.275 -0.016 0.196
C 0.2634 -0.5200 -0.5440 -0.058 2.344 -3.309
H 2.0403 -0.8909 2.1413 0.136 -0.126 -0.030
H -0.4527 1.8007 1.6198 -0.050 -0.082 -0.012
O -0.9201 -0.4784 -2.6603 -0.509 0.385 -0.283
H -1.3141 1.8007 0.0775 0.393 -0.283 -0.105
H -0.5938 1.8699 -2.8711 0.146 -0.251 0.024
H -1.9606 0.9043 1.4115 0.176 -0.191 0.155
H -1.7319 -0.1014 -2.2857 0.011 -0.404 -0.086
C -1.0196 1.1769 0.9211 -0.279 0.186 0.143
H 0.7747 -1.4656 -0.6661 -0.143 -0.052 0.438
```
Positions in Å, forces in eV/Å.

The HOMO-LUMO gap comes out at 8.91 eV. The value obtained for the lowest unoccupied orbital energy is 0.93 eV. As for the HOMO energy: -7.99 eV. Its spin multiplicity is 1. The calculation puts the molecular weight at 116.2 g mol⁻¹. As for the structure (SMILES): CN/C(C)=C/[C@H](N)O. The calculation puts the energy relative to the best compared isomer or geometry (same formula, charge and spin) at 60.2 kcal/mol.

=====

The following is a DFT calculation (ωB97M-V/def2-TZVPD) of C4H11NOS in the gas phase at a distorted geometry.

XYZ file:
```
18
Properties=species:S:1:pos:R:3:forces:R:3
S -2.0558 0.4783 -1.0491 -0.167 0.296 1.075
H 1.7954 -1.0311 2.0320 1.348 0.217 0.166
O 0.5279 2.0947 0.1594 -0.413 0.801 -0.456
H 2.3334 -2.6936 1.3639 0.290 -0.054 0.904
H 0.2350 -0.2676 -1.2320 1.170 -1.061 1.030
H 1.9181 0.9135 -0.8615 0.479 0.412 1.272
H 2.0651 -1.6885 -0.5335 -0.430 0.240 0.215
N 1.2600 -1.5991 0.0844 -0.419 -0.141 -0.547
C -1.0792 -0.2834 0.3045 2.271 1.215 1.726
H 0.2514 2.4939 -0.7015 0.515 -1.064 0.917
H -1.1620 0.3825 1.2223 0.054 -0.669 -1.210
H 1.8095 0.8183 1.0539 0.455 0.484 -0.765
H -2.6532 1.3847 -0.2159 0.211 -0.402 -0.662
C 1.3066 0.9209 0.0743 -0.235 -0.722 -0.124
C 1.5844 -1.9212 1.4470 0.185 0.941 -0.552
H 0.7250 -2.2037 1.9806 -1.365 -1.397 0.412
H -1.4895 -1.2193 0.6036 -0.193 -0.904 -0.146
C 0.5250 -0.4004 -0.1245 -3.755 1.808 -3.255
```
Positions in Å, forces in eV/Å.

The HOMO-LUMO gap comes out at 9.20 eV. The value obtained for the lowest unoccupied orbital energy is 0.80 eV. As for the HOMO energy: -8.40 eV. Its spin multiplicity is 1. The calculation puts the molecular weight at 121.2 g mol⁻¹. As for the structure (SMILES): CN[C@H](CO)CS. The calculation puts the energy relative to the best compared isomer or geometry (same formula, charge and spin) at 61.7 kcal/mol.

=====

The following is a DFT calculation (ωB97M-V/def2-TZVPD) of C4H10O2 in the gas phase at a distorted geometry.

XYZ file:
```
16
Properties=species:S:1:pos:R:3:forces:R:3
H -0.6143 2.3072 0.7150 -0.412 -0.373 -0.799
H 1.8206 0.6456 -0.6669 -0.573 1.253 0.051
C 0.5410 -0.0535 1.0896 -0.830 0.553 2.010
H 1.1070 0.6983 1.7726 -0.594 -1.675 -0.846
H 0.4271 -1.1279 1.5551 0.902 1.979 -0.624
C 0.1672 -0.7242 -1.4278 2.243 2.384 -3.432
H 0.6694 0.0241 -2.1729 -1.242 -2.059 0.111
H 1.9068 -0.9225 -0.0779 -0.576 0.379 -0.956
H -1.5661 -0.4082 0.8497 -0.622 0.573 -0.160
O -1.0024 1.6020 0.1556 -0.150 -0.894 1.276
O -1.2538 -0.7019 -1.9107 -0.296 0.188 4.687
H 0.4764 -1.7309 -1.6633 0.293 -0.235 0.180
C -0.9323 0.4398 1.0864 2.390 2.032 -0.678
C 1.1583 -0.1034 -0.2880 -1.117 -3.806 1.339
H -1.0548 0.9092 2.0541 -0.964 -0.746 0.477
H -1.8500 -0.8536 -1.0707 1.548 0.448 -2.636
```
Positions in Å, forces in eV/Å.

The HOMO-LUMO gap comes out at 10.75 eV. The value obtained for the lowest unoccupied orbital energy is 0.71 eV. As for the HOMO energy: -10.05 eV. Its spin multiplicity is 1. The calculation puts the molecular weight at 90.1 g mol⁻¹. As for the structure (SMILES): OCCCCO. The calculation puts the energy relative to the best compared isomer or geometry (same formula, charge and spin) at 85.2 kcal/mol.

=====

The following is a DFT calculation (ωB97M-V/def2-TZVPD) of 2 unconnected molecules or ions with the total composition C2H9N2OS at a distorted geometry.

XYZ file:
```
15
Properties=species:S:1:pos:R:3:forces:R:3
H -2.1746 -0.4052 1.0890 -0.620 0.287 -0.334
H 1.4332 -1.6126 1.4734 0.450 -0.024 0.044
H -0.8019 0.2970 -1.3009 -1.413 -0.060 0.891
H -2.4900 -1.2183 -0.5228 0.036 2.250 1.071
C 1.9386 -0.4011 -0.1374 1.468 1.411 0.797
H 3.0229 -0.2883 0.2147 -1.273 0.053 -0.922
O -1.2113 0.5245 -0.4225 0.077 -0.122 -0.917
H 0.6503 2.8696 -0.4314 -0.199 1.076 -1.201
H 0.2606 -0.9860 0.5593 -1.140 -0.399 0.285
N 1.4707 0.9166 -0.6032 2.379 -0.252 -1.140
H -3.3707 0.4332 -0.1337 1.709 -0.894 0.376
S 0.6351 1.7726 0.2760 -0.677 -0.289 2.768
H 1.8978 -0.9349 -1.0617 0.168 -1.070 -0.490
C -2.4095 -0.1761 0.0378 -0.507 -1.645 -1.466
N 1.1488 -0.7909 0.9634 -0.458 -0.322 0.238
```
Positions in Å, forces in eV/Å.

The HOMO-LUMO gap comes out at 8.39 eV. The value obtained for the lowest unoccupied orbital energy is -6.33 eV. As for the HOMO energy: -14.72 eV. Its spin multiplicity is 1. The calculation puts the molecular weight at 109.2 g mol⁻¹. Its charge is +1. The calculation puts the energy relative to the best compared isomer or geometry (same formula, charge and spin) at 69.4 kcal/mol.

=====

Question: Among the records above, which one has the highest molecular weight?
Answer: BH24NiO10

=====

Question: energy relative to the best compared isomer or geometry (same formula, charge and spin) of number 1 (BH24NiO10)?
Answer: 197.8 kcal/mol